No. 1
The following is a DFT calculation (ωB97M-V/def2-TZVPD) of a 3-piece molecular cluster, C4H14N2O2 overall in a non-equilibrium geometry.

Structure (ORCA input):
```
! wB97M-V def2-TZVPD RIJCOSX def2/J DEFGRID3
* xyz 0 1
C 1.2763 1.3543 -1.1493
O 2.9889 -0.4907 0.5654
C 0.2493 0.5910 -0.1918
C 0.1330 -0.8119 -0.7242
C -1.0580 -1.5075 -0.0049
N -2.1938 -0.8161 -0.3807
N 0.8095 0.5681 1.0997
H 0.9551 1.2948 -2.1916
H 1.4029 2.4069 -0.9188
H -0.6565 1.2115 -0.2141
H 1.1022 -1.2733 -0.5352
H -0.0036 -0.8306 -1.8048
H -0.7869 -1.4812 1.0817
H -1.0301 -2.5456 -0.3325
H -2.9852 -1.4790 -0.3343
H -2.5591 0.2655 0.4906
H 2.2293 0.8399 -1.0461
H 0.8505 1.4822 1.5324
H 1.7316 -0.0038 1.1068
H 3.6584 -0.7119 1.2110
H -3.3447 0.8141 1.7222
O -2.7690 1.1232 1.0182
*
```

Calculated values
Electronic energy   -11443.18437 eV
Highest occupied orbital energy   -8.126 eV
Kohn-Sham gap   4.0 eV

natural (NBO) atomic charge list, values in e, 6 entries: atom 1 (C): -0.574, atom 2 (O): -1.066, atom 3 (C): -0.099, atom 4 (C): -0.411, atom 5 (C): -0.277, atom 6 (N): -0.505

***

No. 2
The following is a DFT calculation (ωB97M-V/def2-TZVPD) of C21H20BrN3OS6Ti as an isolated structure in a non-equilibrium geometry.

Structure (ORCA input):
```
! wB97M-V def2-TZVPD RIJCOSX def2/J DEFGRID3
* xyz -2 3
Ti -0.3729 -0.0259 -0.7493
O -0.8039 1.4545 0.5708
C -1.1362 2.8477 0.1997
C -1.1698 2.9173 -1.2794
C -1.6239 4.0307 -1.9708
C -1.6484 4.0600 -3.3543
C -1.1500 2.9699 -4.0700
C -0.7067 1.8587 -3.3427
N -0.7854 1.7612 -1.9703
H 0.0581 1.4647 1.0831
H -0.2576 3.3876 0.6181
H -2.0885 3.0795 0.7210
H -1.9373 4.8779 -1.3777
H -2.0366 4.9042 -3.9535
H -1.1389 2.9668 -5.1571
H -0.3573 0.9958 -3.8608
N 1.2832 -2.1617 1.4982
C -0.0108 -2.0915 1.7451
C -0.5631 -2.8592 2.8390
C -1.9293 -2.8881 2.9540
C -2.6026 -1.8167 2.3774
C -2.0531 -1.0808 1.3538
N -0.7581 -1.2001 0.9946
H 1.8596 -2.8917 1.9065
H 1.6696 -1.7030 0.6780
H 0.0395 -3.5310 3.3839
H -2.4439 -3.6970 3.4602
H -3.5552 -1.5401 2.8405
H -2.6893 -0.3247 0.8519
Br -3.0247 -4.4805 -4.7807
C -2.1992 -3.3335 -3.5564
C -3.0399 -2.5075 -2.8113
C -2.4232 -1.5213 -2.0839
C -1.0216 -1.4480 -2.0614
C -0.1905 -2.3237 -2.7346
C -0.8013 -3.2748 -3.5236
H -4.1326 -2.7105 -2.8700
H -3.0287 -0.8022 -1.5459
H 0.8816 -2.2245 -2.5916
H -0.2832 -3.9204 -4.1973
S 1.7697 -0.1973 -0.8332
C 4.1454 2.7907 1.1275
S 3.8233 2.8542 2.9181
C 3.7835 1.2085 3.3489
C 2.5819 0.5670 3.8114
S 1.0343 1.1709 3.5751
S 2.9100 -0.9491 4.6736
C 4.6662 -1.0444 4.4086
S 5.6350 -2.2816 4.9015
S 5.2400 0.3349 3.5445
H 4.0006 3.8060 0.7355
H 3.4187 2.1413 0.6302
H 5.1633 2.3809 0.9251
*
```

Calculated values
<S²>   2.029
Electronic energy   -186789.24989 eV
Highest occupied orbital energy (alpha / beta)   0.574 / -1.883 eV
Kohn-Sham gap (alpha / beta)   3.4 / 5.8 eV

natural (NBO) atomic charge list, values in e, 6 entries: atom 1 (Ti): 1.025, atom 2 (O): -0.750, atom 3 (C): -0.076, atom 4 (C): 0.076, atom 5 (C): -0.250, atom 6 (C): -0.371

***

No. 3
The following is a DFT calculation (ωB97M-V/def2-TZVPD) of one molecule with the formula C5H10O2 in a non-equilibrium geometry.

Structure (ORCA input):
```
! wB97M-V def2-TZVPD RIJCOSX def2/J DEFGRID3
* xyz 0 1
C -1.5133 -1.2687 -1.6924
C -1.0415 -0.4298 -0.5157
O 0.3566 -0.3539 -0.5243
C 0.7043 0.6618 0.3727
C 0.4976 0.2996 1.8468
C 2.1244 1.0692 0.0178
O 2.8962 1.5929 0.7828
H -1.3070 -2.3444 -1.5765
H -2.5932 -1.1519 -1.8016
H -1.0165 -0.9355 -2.6094
H -1.3505 0.6988 -0.4783
H -1.3971 -0.8386 0.4437
H -0.0753 1.4900 0.1201
H 1.2011 0.8606 2.4673
H -0.5210 0.5663 2.1432
H 0.6365 -0.7736 2.0411
H 2.3989 0.8572 -1.0373
*
```

Calculated values
SMILES   CCO[C@@H](C)C=O
Electronic energy   -9440.89722 eV
Highest occupied orbital energy   -9.960 eV
Kohn-Sham gap   10.9 eV

natural (NBO) atomic charge list, values in e, 6 entries: atom 1 (C): -0.632, atom 2 (C): -0.054, atom 3 (O): -0.527, atom 4 (C): -0.010, atom 5 (C): -0.653, atom 6 (C): 0.434

***

No. 4
The following is a DFT calculation (ωB97M-V/def2-TZVPD) of C40H26BrF15GeN6O4ReS2 as an isolated structure.

Structure (ORCA input):
```
! wB97M-V def2-TZVPD RIJCOSX def2/J DEFGRID3
* xyz 2 2
Re -0.8364 0.8791 0.6383
O 2.4844 1.7313 -1.7929
C 3.4206 0.9068 -1.2505
C 4.6740 0.8868 -1.8490
C 5.6580 0.0422 -1.3673
C 5.4076 -0.8006 -0.2910
C 4.1614 -0.7705 0.3105
C 3.1649 0.0875 -0.1450
C 1.8814 0.1685 0.6243
O 0.7204 0.2460 -0.2053
N 1.8982 1.4066 1.4026
N 0.6974 1.7121 2.0060
C 0.7481 2.3151 3.1396
C -0.3329 2.8906 3.8978
Br -1.9811 3.2397 3.0022
C -0.2049 3.3197 5.1689
C 0.9126 3.0917 6.0784
C 1.1737 4.0699 7.0448
C 2.2285 3.9214 7.9265
C 3.0188 2.7805 7.8759
C 2.7444 1.7828 6.9498
C 1.6968 1.9330 6.0580
H 1.6101 1.4599 -1.4797
H 4.8503 1.5247 -2.7031
H 6.6262 0.0303 -1.8470
H 6.1719 -1.4718 0.0706
H 3.9502 -1.4249 1.1485
H 1.7679 -0.7182 1.2679
H 2.7194 1.5199 1.9884
H 1.7283 2.4633 3.5929
H -1.0146 3.9186 5.5704
H 0.5565 4.9576 7.0878
H 2.4293 4.6891 8.6599
H 3.8344 2.6576 8.5749
H 3.3371 0.8794 6.9357
H 1.4518 1.1174 5.3892
N -4.1896 -0.9355 3.5446
C -2.7743 -1.4185 3.4147
C -2.0652 -0.4812 2.4640
O -0.8670 -0.6799 2.1441
O -2.6913 0.4844 1.9696
H -4.4150 -0.6256 4.4915
H -4.8653 -1.6540 3.2754
H -4.2897 -0.1249 2.8942
H -2.7712 -2.4245 3.0001
H -2.2863 -1.4401 4.3876
C -2.3202 2.4922 -4.8926
C -0.8686 2.6928 -4.4494
C -0.7741 2.9064 -2.9756
N -0.8142 1.9656 -2.1149
N -0.7433 2.4265 -0.8049
C -0.6062 3.7488 -0.7389
N -0.3694 4.4525 0.3684
S -0.6479 4.5036 -2.2826
H -2.3583 2.3259 -5.9674
H -2.9268 3.3678 -4.6645
H -2.7583 1.6277 -4.3931
H -0.4215 3.5417 -4.9682
H -0.2694 1.8125 -4.6843
H -0.4893 4.0289 1.2740
H -0.3268 5.4575 0.3293
F 1.8419 -3.1139 -2.2777
C 1.2649 -3.3470 -1.1087
C 0.0012 -2.8492 -0.8197
C -0.5476 -3.2792 0.3751
F -1.8322 -2.9689 0.6685
C 0.1262 -4.0509 1.2983
F -0.4566 -4.3729 2.4581
C 1.4114 -4.4802 1.0079
F 2.0809 -5.2201 1.8754
C 1.9736 -4.1420 -0.2139
F 3.1847 -4.5814 -0.5234
Ge -1.2112 -1.7991 -1.9607
S -2.2940 -0.2555 -0.7308
C -2.4872 -3.1808 -2.5102
C -1.9894 -4.1622 -3.3488
F -0.6849 -4.1299 -3.6756
C -2.7709 -5.1789 -3.8683
F -2.2514 -6.0985 -4.6687
C -4.1165 -5.2251 -3.5298
F -4.8859 -6.1881 -4.0035
C -4.6500 -4.2624 -2.6825
F -5.9333 -4.3114 -2.3469
C -3.8301 -3.2601 -2.1898
F -4.3884 -2.3543 -1.3728
C -0.6198 -0.9287 -3.6020
C 0.6639 -0.5429 -3.9401
F 1.6475 -0.6402 -3.0573
C 0.9784 -0.0037 -5.1785
F 2.2238 0.3607 -5.4573
C -0.0234 0.1685 -6.1213
F 0.2559 0.6945 -7.3012
C -1.3313 -0.1726 -5.8038
F -2.3061 0.0421 -6.6784
C -1.6042 -0.6989 -4.5536
F -2.8856 -0.9606 -4.2579
*
```

Calculated values
<S²>   0.775
Electronic energy   -250137.23952 eV
Highest occupied orbital energy (alpha / beta)   -12.728 / -12.728 eV
Kohn-Sham gap (alpha / beta)   5.8 / 5.7 eV

Löwdin atomic charge list, values in e, 6 entries: atom 1 (Re): 1.337, atom 2 (O): 0.058, atom 3 (C): -0.266, atom 4 (C): 0.012, atom 5 (C): -0.048, atom 6 (C): -0.067

***

No. 5
The following is a DFT calculation (ωB97M-V/def2-TZVPD) of C6H12NPS as an isolated structure in a non-equilibrium geometry.

Structure (ORCA input):
```
! wB97M-V def2-TZVPD RIJCOSX def2/J DEFGRID3
* xyz 0 1
C 1.7732 1.4684 -0.8357
C 0.9906 1.8655 0.1308
C 2.0266 0.0113 -1.1396
C 1.5163 -0.9396 -0.0549
C -2.3697 -0.5814 1.3724
C -1.5722 -0.1540 -0.8705
N -1.2307 -0.5428 0.4811
P 0.2850 -0.1469 1.0876
S 0.5049 -0.5658 2.9595
H 2.2776 2.1585 -1.5072
H 0.7020 2.8309 0.4840
H 1.5631 -0.2173 -2.1051
H 3.1037 -0.1300 -1.2693
H 1.0870 -1.8505 -0.4754
H 2.3365 -1.2220 0.6070
H -2.0340 -0.8382 2.3767
H -2.8996 0.3762 1.4043
H -3.0689 -1.3479 1.0245
H -2.1082 0.8004 -0.8916
H -0.6699 -0.0538 -1.4670
H -2.2133 -0.9211 -1.3117
*
```

Calculated values
Electronic energy   -28029.91220 eV
Highest occupied orbital energy   -8.362 eV
Kohn-Sham gap   9.2 eV

natural (NBO) atomic charge list, values in e, 6 entries: atom 1 (C): -0.239, atom 2 (C): -0.360, atom 3 (C): -0.438, atom 4 (C): -0.764, atom 5 (C): -0.415, atom 6 (C): -0.402

***

No. 6
The following is a DFT calculation (ωB97M-V/def2-TZVPD) of C38H50BF4N8O2Sc as an isolated structure.

Structure (ORCA input):
```
! wB97M-V def2-TZVPD RIJCOSX def2/J DEFGRID3
* xyz 0 1
Sc 0.0656 -0.4924 -0.5226
C -0.6801 -4.8580 0.7553
C 0.1831 -5.2479 -0.4389
C 1.5887 -5.7016 -0.0315
C 0.1888 -4.3158 -1.6341
C 0.0486 -4.8593 -2.9202
C 0.1506 -3.7940 -3.7751
N 0.3329 -2.6910 -3.0376
N 0.3612 -2.9830 -1.7090
B 0.5454 -1.3041 -3.6506
N 1.7893 -0.5968 -3.0927
C 2.8978 -0.3455 -3.7973
C 3.5986 0.6557 -3.1672
C 2.8187 0.9975 -2.0552
N 1.7411 0.2021 -1.9910
C 3.0251 2.2194 -1.2113
C 4.4693 2.3715 -0.7389
C 2.6181 3.4345 -2.0553
N -0.6912 -0.3895 -3.4938
C -1.5469 -0.1428 -4.4929
C -2.5954 0.5949 -4.0023
C -2.3149 0.7680 -2.6439
N -1.1491 0.1805 -2.3396
C -3.2183 1.5285 -1.7125
C -3.0298 3.0395 -1.8912
C -3.1255 1.1218 -0.2509
H -0.8124 -5.7295 1.3999
H -0.2403 -4.0729 1.3679
H -1.6671 -4.5236 0.4383
H -0.2906 -6.1448 -0.8493
H 2.1831 -4.9036 0.4108
H 1.5147 -6.5027 0.7068
H 2.1355 -6.0853 -0.8937
H -0.1066 -5.8959 -3.1656
H 0.1129 -3.7265 -4.8488
H 0.7016 -1.4676 -4.8299
H 3.0762 -0.8688 -4.7216
H 4.5155 1.1193 -3.4863
H 2.3555 2.1632 -0.3558
H 5.1425 2.5002 -1.5893
H 4.5653 3.2609 -0.1136
H 4.8222 1.5138 -0.1645
H 3.2205 3.4767 -2.9655
H 1.5658 3.3812 -2.3292
H 2.7813 4.3585 -1.5000
H -1.3380 -0.5175 -5.4804
H -3.4555 0.9604 -4.5360
H -4.2296 1.2848 -2.0544
H -2.0288 3.3412 -1.5874
H -3.1813 3.3316 -2.9313
H -3.7554 3.5776 -1.2778
H -2.1609 1.3832 0.1745
H -3.8780 1.6596 0.3290
H -3.2998 0.0551 -0.1008
C 3.1186 -0.2993 0.8650
N 1.8872 -1.0945 0.9270
C 2.2424 -2.5017 0.7255
C 1.3035 -0.9168 2.2708
C -0.0408 -1.6059 2.4125
N -0.8271 -1.5094 1.1824
C -2.0583 -2.0997 1.2313
C -2.7414 -2.3019 0.0213
F -2.1099 -1.8621 -1.0968
C -3.9638 -2.9125 -0.0988
F -4.5027 -3.0480 -1.3214
C -4.6297 -3.3926 1.0136
C -3.9979 -3.2035 2.2242
F -4.5930 -3.6325 3.3499
C -2.7700 -2.5747 2.3505
F -2.2976 -2.4353 3.6110
H 3.8221 -0.6348 1.6378
H 2.8849 0.7495 1.0366
H 3.5890 -0.4182 -0.1089
H 2.9397 -2.8375 1.5050
H 2.7029 -2.6307 -0.2529
H 1.3450 -3.1064 0.7572
H 1.1998 0.1519 2.4367
H 2.0026 -1.3116 3.0208
H -0.5336 -1.1474 3.2692
H 0.1072 -2.6580 2.6891
H -5.5907 -3.8779 0.9441
C -0.4456 5.4303 5.5084
C -0.3282 4.6542 4.2261
C 0.5394 5.0494 3.2182
C 0.6490 4.3491 2.0242
C 1.6401 4.8528 1.0076
C -0.1180 3.1840 1.8348
C -0.9995 2.7664 2.8432
C -1.9374 1.5877 2.7516
C -1.0887 3.5177 4.0123
C 0.0217 2.4327 0.5290
O 0.0243 3.0079 -0.5427
O 0.1790 1.1320 0.6428
H 0.2207 6.2921 5.5121
H -0.1948 4.8071 6.3686
H -1.4645 5.7920 5.6564
H 1.1501 5.9345 3.3595
H 2.0694 5.7955 1.3456
H 1.1869 4.9934 0.0307
H 2.4612 4.1431 0.8825
H -2.9644 1.9445 2.6378
H -1.9041 1.0236 3.6854
H -1.7195 0.9080 1.9372
H -1.7849 3.1932 4.7797
*
```

Calculated values
Electronic energy   -88487.32522 eV
Highest occupied orbital energy   -7.624 eV
Kohn-Sham gap   8.1 eV

Löwdin atomic charge list, values in e, 6 entries: atom 1 (Sc): 1.150, atom 2 (C): -0.037, atom 3 (C): -0.350, atom 4 (C): -0.051, atom 5 (C): -0.251, atom 6 (C): -0.015

***

Summary of energy above the lowest of the compared OMol25 structures with the same formula, charge and spin in kJ/mol
724.2; 45.2; 207.0; 97.4; 40.2; 0.0
(order as listed above)